Entry 1:
32
Properties=species:S:1:pos:R:3:nbo_charge:R:1 method="wB97M-V/def2-TZVPD" gap_ev=10.171 lumo_ev=0.431
C 0.2535 1.8177 3.2474 -0.635
C -0.9492 -1.1268 -1.3352 -0.645
H 0.7909 2.2213 2.1732 0.249
C -1.8957 0.6579 2.6309 0.806
H -1.3438 -2.3111 -1.3336 0.236
C 0.1425 -0.9536 -2.3097 -0.261
O -0.1293 1.6568 0.3612 -0.625
H 1.2261 -0.8253 2.0173 0.451
H 0.2974 1.1498 -2.1928 0.245
H -0.2777 -0.3069 3.7527 0.235
C 1.0280 0.2759 -1.9290 -0.423
C 1.4572 0.1357 -0.4658 -0.201
H -0.6974 -0.5238 -0.0545 0.262
O -2.3461 -0.1860 1.6299 -0.708
C 0.5631 0.6608 0.6283 0.667
H -0.9245 -1.4991 -4.1429 0.211
H 0.8915 -1.7902 0.2224 0.375
H 1.9107 0.4620 -2.6175 0.223
H -3.2441 -0.3109 1.4452 0.505
H 0.5483 -0.5497 -4.2163 0.204
C -0.3359 -0.6493 -3.7392 -0.594
H 0.8162 -1.8945 -2.1998 0.192
H 2.3303 0.7324 -0.3972 0.229
N 1.9229 -1.1945 -0.0115 -0.815
C -0.3508 0.4291 2.8846 -0.158
H 1.1031 1.4440 3.8992 0.196
H -0.8546 0.2533 -3.6040 0.203
H -1.7343 -0.2370 -1.9109 0.207
H -0.4211 2.5746 3.9070 0.262
H 2.3548 -1.5581 -1.3581 0.344
N 0.4180 -0.0950 1.8009 -0.661
O -2.5496 1.5405 3.2179 -0.575

=====

Entry 2:
49
Properties=species:S:1:pos:R:3:mulliken_spin:R:1 method="wB97M-V/def2-TZVPD" gap_ev="4.754 / 5.492" multiplicity=6 lumo_ev="1.640 / -0.413" total_charge=-1
H -4.5299 1.2284 -1.4394 -0.012
H 3.0814 0.7534 1.6552 0.000
C 2.1212 0.2733 -1.1938 -0.021
H -0.5146 -0.5880 1.7453 0.017
Sb -5.2036 -3.1462 1.1713 -0.009
H 4.5217 1.6682 1.1897 0.000
H -3.4265 0.5123 -2.4327 -0.013
C 0.2239 -0.0966 1.1156 -0.018
S -4.1241 -3.8738 3.1203 0.932
C -2.3651 2.1430 0.2815 -0.005
C 4.7868 -0.4675 1.0626 0.001
H -2.9227 2.9374 -1.6102 0.002
C -2.6134 1.9697 -1.2142 -0.012
H 1.2026 -0.5184 1.3476 -0.002
O -2.1807 -0.1283 4.3808 0.044
H 4.3500 -1.4017 1.4185 0.000
O -0.1412 -0.8952 -4.7229 0.255
H -1.6648 1.7131 -1.6889 0.006
N -3.5763 0.8965 -1.5073 0.137
H -1.9808 -1.3049 -2.7405 0.018
N -2.7180 1.0933 1.0379 0.077
C -2.5236 -0.1082 3.2157 -0.045
Rh -3.1502 -0.7042 0.2136 1.467
C 0.0835 -0.5612 -2.5130 -0.022
H -1.6950 1.8012 2.7348 0.004
C -0.1279 -0.3346 -0.3104 0.037
O 5.5600 -1.6542 -1.0956 0.000
O -1.8834 3.1973 0.6926 0.031
H 2.7340 -1.7097 -0.5020 0.002
H 0.2350 0.9694 1.3609 0.003
N 0.7451 -0.1850 -1.3449 0.036
C 4.1692 0.7693 1.6934 0.000
N -1.2917 -0.7490 -0.7613 -0.007
H -3.4292 1.7874 2.9012 0.011
C 3.0715 -0.9198 -1.1768 0.007
S 4.7424 -0.5265 -0.7238 0.001
H 5.8607 -0.5195 1.2543 0.000
H 2.1690 0.8560 -0.2763 0.002
O 5.0582 0.7945 -1.2095 0.000
C -2.5875 1.2279 2.4772 -0.004
S -5.0799 -0.7392 1.5552 0.831
N 0.6372 -0.5906 -3.7595 0.252
H 3.1360 -1.3233 -2.1907 0.000
C -1.1915 -0.9067 -2.1309 0.212
H 2.3700 0.9131 -2.0321 0.003
S -3.4433 -2.8812 -0.4247 0.284
H 4.4558 0.8263 2.7437 0.000
O 1.8894 -0.3177 -3.8976 0.216
O -2.8398 -1.1796 2.5302 0.279

=====

Entry 3:
86
Properties=species:S:1:pos:R:3:lowdin_charge:R:1 method="wB97M-V/def2-TZVPD" gap_ev=6.640 lumo_ev=4.189 total_charge=-2
H -0.6858 1.1686 2.9024 0.024
H -2.7669 -3.4722 2.2046 0.072
O -2.5648 -0.7636 -3.3079 0.001
C -4.3476 2.4230 -0.7395 -0.039
C -0.4404 -2.6617 -3.1515 -0.032
H -1.3529 -0.2042 3.7939 0.039
H -1.8864 -6.0339 -0.3993 0.019
O -0.2986 2.0600 0.1338 -0.125
H -4.1726 -3.5835 -0.2654 0.034
H -3.3664 -2.2487 -1.1389 0.007
C 3.5118 3.5255 -2.3201 -0.263
C 5.8175 2.7682 -3.6634 -0.113
P -0.1279 -0.8989 1.7686 0.897
H 5.4976 4.5019 -4.8959 0.089
S -2.0503 4.5436 2.1595 0.620
C 1.5886 -1.8747 -1.5082 -0.120
H -1.2390 -5.6860 1.2048 0.022
H -3.3369 -3.8780 -1.8087 0.031
C -0.6769 2.9665 0.9168 -0.480
C 3.9836 4.2765 -3.3919 -0.080
H 2.3737 -1.5001 -0.8632 0.074
O 1.7305 5.4209 -2.1957 -0.319
C -5.4297 0.9725 0.8027 -0.084
C 1.6392 -3.1364 -2.0769 -0.064
C -0.7916 -2.5202 2.3842 -0.469
C 1.4668 4.4503 4.2505 -0.087
H 2.4761 -3.7871 -1.8618 0.097
O 4.2989 1.6867 1.0104 -0.665
C -3.3076 -3.3079 -0.8779 -0.299
As 3.9186 0.9464 -0.4196 1.037
C 0.2205 3.4089 2.0381 -0.148
C -5.3467 2.2147 0.1824 -0.078
C 1.5204 3.0088 2.3017 -0.018
N -1.8587 3.5475 0.8891 0.005
O 1.4842 0.9468 -3.1119 -0.300
H 3.4314 5.1604 -3.6800 0.098
H 1.7289 1.7564 -3.5696 0.010
Ti 0.6966 1.2134 -1.4485 1.026
H 1.9755 4.8569 5.1173 0.090
C 5.1388 3.9051 -4.0654 -0.107
H -0.9535 -2.4786 3.4670 0.065
H 1.9329 0.1256 2.5410 0.016
C -0.4310 4.3112 2.8510 -0.219
H -1.2855 -2.9016 -3.7816 0.112
N -1.2821 0.7089 -2.0637 -0.051
O -2.2301 5.9103 1.7357 -0.328
C 5.3262 2.0197 -2.6023 -0.169
C 1.4292 -0.8209 2.7435 -0.287
C -1.9957 -5.3896 0.4753 -0.326
N -3.5118 0.2128 -0.4245 0.141
H -4.5267 -0.9645 0.9231 0.085
H 2.1003 -1.6173 2.4134 0.031
H -4.2151 3.3877 -1.2119 0.116
H -2.6262 -1.9064 1.4096 0.029
N 0.5828 -1.0407 -1.7445 0.035
H 3.1585 3.2667 3.6391 0.106
H -6.1850 0.7579 1.5475 0.089
C 0.6154 -3.5270 -2.9277 -0.087
H 1.2557 -0.9208 3.8195 0.034
P -1.7237 -3.6222 -0.0053 0.882
C -1.1847 0.2069 2.7936 -0.263
C 4.1770 2.3660 -1.8921 -0.293
O 2.2356 4.1830 -0.1345 -0.263
H -0.0397 -3.2952 2.1964 0.055
C -2.3494 1.6764 -2.0350 -0.162
C -2.0894 -2.8341 1.6262 -0.461
O -3.0440 4.0214 3.0701 -0.338
O 2.0426 0.9310 -0.3594 -0.649
H 0.6363 -4.5029 -3.3987 0.098
C -3.4394 1.3974 -1.0195 -0.247
H -0.3580 5.5609 4.6027 0.108
C -0.4207 -1.4253 -2.5289 -0.198
S 2.0175 4.1609 -1.5522 0.523
H 5.8549 1.1140 -2.3131 0.063
H 2.0608 2.3443 1.6381 0.072
C -1.5501 -0.4354 -2.6803 -0.510
H -1.9362 2.6585 -1.7946 0.108
H -2.9870 -5.5476 0.9110 0.025
H -2.1423 0.3927 2.3052 0.028
H -2.8306 1.7462 -3.0188 0.127
O 0.9517 3.1628 -1.9478 -0.417
C 0.1641 4.8525 3.9724 -0.054
C 2.1345 3.5463 3.4254 -0.049
H -6.0327 3.0116 0.4418 0.101
H 6.7206 2.4565 -4.1772 0.088
C -4.4933 0.0184 0.4594 -0.165

=====

Entry 4:
97
Properties=species:S:1:pos:R:3:mulliken_spin:R:1 method="wB97M-V/def2-TZVPD" gap_ev="2.986 / 4.328" multiplicity=9 lumo_ev="-0.579 / -5.566"
C -8.6056 -0.2931 -5.0272 -0.011
H -4.8869 0.8151 7.5657 0.000
N 0.5078 -2.4590 -7.7918 0.000
H -0.2607 -2.3979 -8.4442 -0.001
H -5.4983 -2.8236 2.8478 0.000
C 5.2260 5.2240 0.1443 0.000
H -1.2504 6.7323 -1.2585 0.000
H 4.9736 -1.6167 -1.7144 0.000
H 6.5032 -2.5394 -1.3821 0.000
N 1.4729 -1.6688 -6.1162 0.000
N 6.0184 0.1635 2.9782 0.000
S -0.0546 0.3582 -0.6441 -0.009
O -0.1625 -5.2989 -2.1962 0.012
H 3.9332 -6.0560 2.1113 0.000
F -0.6023 1.6230 1.6504 0.000
H 2.0023 -7.5286 -2.0047 0.000
C 0.2888 0.6251 1.1815 0.013
H 2.9205 -5.7442 -2.2330 -0.001
H 0.1043 4.8259 -3.2105 -0.001
H -5.1003 3.8317 2.0210 0.000
H 4.2958 5.1478 -1.6947 0.000
N 0.3888 5.7543 -3.4883 0.001
C -0.2946 6.7122 -2.9195 0.001
O 3.0409 -8.0131 2.4325 0.000
N -4.7216 4.7111 2.3424 0.000
N 6.2289 5.7553 -0.4563 0.000
H 2.2351 -1.7018 -6.7781 0.000
F 1.4927 1.1984 1.2767 0.000
H 1.4201 -2.3581 -8.2133 0.001
H -3.7893 5.0893 2.2545 0.000
N 5.5027 0.9958 4.8303 0.000
Fe -3.0943 -3.1046 -3.2454 5.746
N 5.9757 -1.7173 -1.6389 0.000
H -1.4945 2.7092 6.6554 0.000
H -2.0130 1.1496 6.0813 0.000
H 6.3570 1.0920 2.7700 0.000
H 1.5553 -7.5760 4.5024 0.000
C -5.7548 5.3645 2.9197 0.000
H 4.7242 -0.0937 -2.3713 0.000
C -4.8914 -3.8308 1.2034 0.012
O -6.8222 4.8903 2.9661 0.000
N -4.4118 -4.7714 1.9785 0.000
N -5.4221 -2.8148 1.8408 0.005
O -3.6137 2.8949 8.2762 0.000
C -3.2231 2.0329 7.4650 0.000
F -9.7487 0.4585 -4.9277 -0.001
H -0.8234 5.1194 -1.8341 0.000
O 7.7581 -0.4721 -1.6876 0.000
H 7.0198 5.9076 0.1531 0.000
N 2.0283 -5.2708 -2.2350 0.001
N -0.9160 6.1139 -1.9837 0.000
F -9.0218 -1.6082 -4.8403 -0.001
N 4.1805 5.0143 -0.7003 0.000
N 5.6988 0.1553 -2.4627 0.000
H 3.2611 4.7656 -0.3642 0.000
F 0.2485 -0.5359 1.8722 0.001
O -0.1827 7.9034 -3.1658 0.000
N -3.9880 1.0059 7.1466 0.000
H 1.5612 -1.1050 -5.2829 -0.002
O 1.1881 -0.3603 -1.1424 0.483
O -6.1466 -0.8580 -3.8220 0.564
O -7.8617 0.2064 -2.3673 0.228
H 6.1510 1.7287 4.5797 0.000
H -4.4103 6.7922 3.2373 0.000
N 1.0772 -7.1576 -2.1677 0.001
H 1.8668 -5.8219 4.2164 0.000
H 1.9986 -4.2657 -2.1406 0.002
H 2.9119 -4.9710 3.0614 0.000
O -0.1666 1.7108 -1.1918 0.198
H 6.3992 6.0511 -1.4068 0.000
N 3.1967 -5.8997 2.7846 0.000
H -6.1136 7.2560 3.3566 0.000
O 5.1653 5.0395 1.3270 0.000
H 6.0137 0.9933 -2.9304 0.000
O -4.6995 -3.7836 0.0527 0.002
C 5.3784 -0.0737 4.0231 0.000
O 4.7437 -1.0870 4.1991 0.000
H 0.2817 -7.7322 -1.9287 -0.001
H -3.8879 -5.4317 1.4222 0.000
O -1.2217 -0.5194 -0.8292 0.438
H 5.8812 -0.4727 2.2058 0.000
N -2.1298 1.9264 6.7162 0.000
F -8.0989 -0.2192 -6.2410 -0.001
H -3.5044 0.3864 6.5122 0.000
O -0.7493 -2.1113 -5.9408 0.019
N 1.8629 -6.7940 3.9422 0.000
N -5.3938 6.5673 3.1900 0.000
O -6.7062 1.3782 -4.1108 0.379
H 4.9600 1.0658 5.6792 0.000
C 6.5854 -0.6017 -1.9685 0.000
C 2.5833 -6.9908 2.9329 0.000
C 0.3569 -2.1617 -6.5186 0.016
H -4.5096 -4.6868 2.9802 0.000
S -7.2421 0.1344 -3.6741 -0.103
C 0.9019 -5.8941 -2.2249 0.007
H -5.9349 -2.1722 1.2540 0.000
H 0.9978 6.0891 -4.2211 0.000

=====

no.,DFT total energy (eV)
1,-18740.7559
2,-87420.8985
3,-183360.1668
4,-148006.0665